# 1
DFT (ωB97M-V with the def2-TZVPD basis set) results for a molecular structure, C22H19F3N6O5RuSSe at a distorted geometry.

CARTESIAN COORDINATES (ANGSTROEM)
Ru: 1.409 -0.723 0.030
C: 2.398 0.114 -2.650
N: 2.514 0.581 -1.263
C: 2.199 2.018 -1.063
C: 1.017 2.252 -0.177
N: -0.210 1.892 -0.469
C: -0.965 2.409 0.571
C: -2.341 2.396 0.771
C: -2.841 3.028 1.899
C: -1.987 3.641 2.827
C: -0.612 3.657 2.643
C: -0.117 3.050 1.496
N: 1.155 2.950 0.977
C: 1.124 -0.645 -2.809
N: 0.395 -1.003 -1.787
C: -0.715 -1.663 -2.307
C: -1.864 -2.157 -1.693
C: -2.833 -2.715 -2.503
C: -2.686 -2.777 -3.897
C: -1.571 -2.258 -4.522
C: -0.600 -1.696 -3.703
N: 0.584 -1.036 -3.989
H: 2.400 0.954 -3.351
H: 3.248 -0.530 -2.879
H: 3.497 0.475 -0.905
H: 3.077 2.481 -0.613
H: 2.001 2.495 -2.026
H: -2.995 1.910 0.058
H: -3.909 3.038 2.077
H: -2.410 4.114 3.705
H: 0.049 4.129 3.358
H: 2.078 2.892 1.494
H: -1.978 -2.104 -0.622
H: -3.733 -3.111 -2.051
H: -3.469 -3.227 -4.494
H: -1.462 -2.279 -5.599
H: 0.991 -0.890 -4.895
O: 0.076 0.080 1.812
N: -0.933 -0.607 2.247
C: -1.815 -0.018 3.083
C: -2.891 -0.706 3.583
C: -3.068 -2.041 3.221
C: -2.150 -2.635 2.384
C: -1.049 -1.921 1.895
S: 0.184 -2.616 0.922
H: -1.591 1.017 3.294
H: -3.580 -0.196 4.240
H: -3.911 -2.608 3.594
H: -2.241 -3.671 2.089
F: 3.179 -2.831 0.749
C: 2.725 -2.188 -0.344
F: 3.862 -1.817 -1.026
F: 2.214 -3.197 -1.154
O: 4.732 0.813 0.060
Se: 4.087 0.853 1.574
O: 3.645 2.404 1.917
O: 2.630 -0.004 1.535
O: 5.054 0.227 2.690

Calculated values
- expectation value of S² = 0.76
- gap between HOMO and LUMO (spin up / spin down) (eV) = 7.18 / 7.19
- E_HOMO (spin up / spin down) (eV) = -4.99 / -5.00
- charge = -1
- 2S+1 = 2

# 2
DFT (ωB97M-V with the def2-TZVPD basis set) results for a molecular structure, C22H19F6N7O4PdS3.

CARTESIAN COORDINATES (ANGSTROEM)
Pd: -0.346 -0.442 0.526
C: -3.175 4.206 -0.471
C: -1.869 4.570 -0.151
C: -1.045 3.685 0.515
C: -1.538 2.416 0.857
C: -2.827 2.026 0.471
C: -3.650 2.935 -0.163
N: -0.763 1.485 1.536
C: -0.020 1.777 2.627
C: -0.011 3.016 3.309
C: 0.806 3.180 4.406
C: 1.595 2.133 4.895
C: 1.534 0.876 4.310
C: 0.729 0.714 3.200
N: 0.438 -0.521 2.603
N: 0.592 -1.584 3.202
C: 0.007 -2.682 2.518
C: 0.149 -3.947 3.043
C: -0.559 -4.981 2.437
C: -1.389 -4.690 1.371
C: -1.465 -3.382 0.902
N: -0.766 -2.397 1.455
H: -3.817 4.909 -0.984
H: -1.495 5.545 -0.431
H: -0.018 3.944 0.732
H: -3.181 1.031 0.715
H: -4.660 2.653 -0.426
H: -0.657 3.816 2.982
H: 0.819 4.134 4.915
H: 2.219 2.292 5.763
H: 2.081 0.035 4.711
H: 0.777 -4.100 3.908
H: -0.478 -5.991 2.816
H: -1.985 -5.456 0.896
H: -2.104 -3.113 0.073
F: -2.696 1.140 -2.704
C: -1.661 1.679 -3.334
F: -1.620 2.980 -3.099
F: -1.756 1.449 -4.629
S: -0.078 0.934 -2.723
O: -0.067 1.104 -1.268
O: 0.954 1.595 -3.451
N: -0.166 -0.595 -3.133
S: -0.657 -1.630 -2.075
O: 0.413 -2.134 -1.220
O: -1.811 -1.220 -1.276
C: -1.172 -3.039 -3.155
F: -2.083 -2.638 -4.010
F: -1.672 -3.977 -2.356
F: -0.108 -3.506 -3.784
S: 2.320 -0.062 0.496
C: 2.923 -0.524 -1.080
N: 3.028 0.309 -2.093
C: 3.509 -0.372 -3.304
C: 3.841 -1.789 -2.777
N: 3.394 -1.716 -1.378
H: 2.613 1.228 -2.093
H: 4.382 0.138 -3.705
H: 2.716 -0.372 -4.051
H: 4.907 -2.006 -2.812
H: 3.298 -2.570 -3.305
H: 3.324 -2.497 -0.748

Calculated values
- expectation value of S² = 6.07
- gap between HOMO and LUMO (spin up / spin down) (eV) = 6.62 / 5.39
- E_HOMO (spin up / spin down) (eV) = -13.97 / -14.50
- charge = +2
- 2S+1 = 5

# 3
DFT (ωB97M-V with the def2-TZVPD basis set) results for a molecular structure, C22H19N3O5S at a distorted geometry.

CARTESIAN COORDINATES (ANGSTROEM)
C: -1.910 -3.211 -1.711
H: -2.774 -3.438 -2.248
O: -1.991 -1.948 -1.068
C: -1.064 -1.609 -0.316
C: 0.202 -2.246 -0.466
C: 1.126 -1.551 0.495
C: 0.786 -0.518 1.443
C: -0.440 0.108 1.209
C: -1.457 -0.459 0.453
O: -2.640 0.007 0.553
C: -3.767 -0.551 0.941
O: -3.688 -1.757 1.286
C: -4.957 -0.256 0.589
C: -6.211 -0.452 1.045
C: -7.255 0.352 0.526
C: -6.819 1.471 0.213
S: -5.003 1.330 0.025
H: -7.333 2.299 -0.190
H: -8.188 0.296 0.748
H: -6.425 -1.450 1.585
H: -0.724 0.911 1.880
H: 1.533 0.151 2.031
C: 2.544 -1.805 0.349
N: 3.449 -1.069 0.692
N: 4.776 -1.333 0.077
C: 5.931 -0.630 0.351
O: 6.976 -1.261 0.173
C: 5.588 0.975 0.607
N: 4.330 1.299 0.045
C: 3.355 1.749 0.676
O: 3.349 2.092 1.755
C: 2.067 2.005 -0.340
C: 1.814 1.307 -1.313
C: 0.547 1.313 -1.995
C: -0.371 2.312 -1.505
C: 0.014 3.351 -0.363
C: 1.207 2.976 0.075
H: 1.429 3.563 1.393
H: -0.752 3.922 -0.019
H: -1.405 2.630 -1.910
H: 0.405 0.757 -2.673
H: 2.323 0.577 -1.449
H: 4.267 1.156 -1.032
H: 6.410 1.237 0.429
H: 5.221 0.995 1.634
H: 5.147 -2.542 0.065
H: 2.799 -3.048 -0.034
H: 0.562 -3.050 -0.910
H: -1.191 -2.970 -2.691
H: -1.791 -3.983 -1.110

Calculated values
- gap between HOMO and LUMO (eV) = 7.57
- E_HOMO (eV) = -8.05
- 2S+1 = 1

# 4
DFT (ωB97M-V with the def2-TZVPD basis set) results for C22H19N3O6 in the gas phase at a distorted geometry.

CARTESIAN COORDINATES (ANGSTROEM)
O: -2.483 1.149 1.361
O: -1.940 -3.720 0.524
O: -2.895 0.471 -1.641
O: 2.175 -1.014 2.679
O: 1.676 5.413 -0.949
O: -0.603 5.236 -1.105
C: -1.520 0.394 1.625
C: -0.924 -3.223 0.158
C: -1.867 -0.306 -1.621
C: 1.000 -0.700 2.518
C: 1.239 -4.274 -2.864
C: 0.627 -3.535 -3.885
C: 2.091 2.900 -0.820
C: 0.812 -4.120 -1.545
C: -0.384 -2.519 -3.665
C: 1.411 1.687 -0.695
C: -0.726 2.755 -0.798
C: 1.293 4.071 -0.981
C: -0.077 3.996 -1.023
C: -0.357 -3.278 -1.248
C: -0.863 -2.464 -2.355
C: -0.053 1.563 -0.746
N: -1.943 -1.658 -2.099
N: 0.198 -0.075 3.529
N: -0.697 -0.202 0.711
C: 0.465 6.217 -0.789
C: 0.782 0.405 4.685
C: -1.215 0.281 3.147
C: -0.162 -2.682 1.388
C: -0.659 0.166 -0.721
C: 0.275 -1.168 1.226
H: 1.985 -5.032 -3.126
H: 0.948 -3.669 -4.936
H: 3.148 3.280 -0.850
H: 1.186 -4.726 -0.761
H: -0.952 -1.900 -4.397
H: 1.908 0.833 -0.511
H: -1.799 2.689 -0.779
H: -2.789 -1.782 -2.646
H: 0.361 6.615 0.175
H: 0.429 7.038 -1.544
H: 0.085 0.547 5.557
H: 1.119 1.389 4.509
H: 1.654 -0.136 5.060
H: -1.464 1.250 3.541
H: -1.915 -0.527 3.511
H: -0.745 -2.811 2.316
H: 0.765 -3.157 1.331
H: 0.242 -0.447 -1.022
H: 1.161 -1.220 0.570

Calculated values
- gap between HOMO and LUMO (eV) = 8.11
- E_HOMO (eV) = -8.10
- 2S+1 = 1

Looking at energy above the lowest of the compared OMol25 structures with the same formula, charge and spin for the records above, in order, we have 3.85, 14.68, 434.80, 48.38 kcal/mol.